No. 1
{"formula": "C5H11N2", "method": "wB97M-V/def2-TZVPD", "elements": ["C", "C", "C", "C", "N", "C", "N", "H", "H", "H", "H", "H", "H", "H", "H", "H", "H", "H"], "xyz": [[-1.62765, -0.09696, -0.47209], [-0.88879, 0.58785, 0.71376], [0.23485, -0.32912, 1.23216], [1.26686, -0.64971, 0.21929], [1.87253, 0.43348, -0.29546], [3.00926, 0.38636, -0.90710], [-3.32282, -0.19435, -0.35921], [-2.55117, -0.85991, 0.14334], [-1.20188, -0.83332, -1.15286], [-1.68167, 0.84128, 1.42325], [-0.49574, 1.51669, 0.31854], [0.70937, 0.14083, 2.10421], [1.89774, -1.54167, 0.24279], [3.18685, 1.15735, -1.64840], [3.73229, -0.38496, -0.64765], [-1.68445, 0.86685, -0.98271], [-0.25836, -1.28146, 1.45261], [-3.58052, -0.67971, -1.22230]], "homo_lumo_gap_ev": 4.92, "charge": 1, "spin_multiplicity": 1, "de_lowest_ev": 7.423}

---

No. 2
{"formula": "C5H11N2", "method": "wB97M-V/def2-TZVPD", "elements": ["C", "C", "C", "C", "C", "N", "N", "H", "H", "H", "H", "H", "H", "H", "H", "H", "H", "H"], "xyz": [[-1.95029, -0.28529, 0.25573], [-0.00895, 1.97351, -0.32425], [0.27103, -1.57552, 1.09329], [0.18776, -0.87967, -1.35847], [0.58047, 0.81684, 0.47675], [-3.06215, -0.30220, 0.13498], [0.14234, -0.54179, 0.02782], [-0.88713, 2.29551, 0.22586], [0.77596, 2.78429, -0.17944], [-0.25530, 1.99849, -1.42906], [-0.39372, -2.40316, 1.15148], [1.34552, -1.90705, 0.96759], [0.24058, -1.01733, 2.00263], [1.25222, -0.83634, -1.69740], [-0.27875, -1.78235, -1.45568], [-0.07857, -0.09847, -1.94234], [0.42267, 0.96635, 1.57307], [1.69632, 0.79418, 0.47742]], "homo_lumo_gap_ev": [8.81, 8.81], "charge": 1, "spin_multiplicity": 1, "de_lowest_ev": 6.033}

---

No. 3
{"formula": "C5H11N2", "method": "wB97M-V/def2-TZVPD", "elements": ["C", "C", "N", "C", "C", "N", "C", "H", "H", "H", "H", "H", "H", "H", "H", "H", "H", "H"], "xyz": [[2.18040, -0.55478, -0.40555], [1.12608, -0.15127, 0.67193], [0.81917, 1.19356, 0.69233], [-0.17231, 0.31709, 0.05292], [-0.79695, 0.35557, -1.30146], [-1.56539, 0.31052, -0.08038], [-2.43227, -0.58584, 0.60792], [1.61358, -0.22438, -1.32130], [2.43314, -1.66236, -0.31390], [3.15690, -0.09322, -0.30072], [1.16040, -0.67274, 1.65165], [0.48748, 1.68644, 1.54224], [1.52869, 1.67582, 0.11959], [-0.78463, 1.37020, -1.94756], [-0.61477, -0.49284, -1.94293], [-1.98683, -1.46965, 0.84880], [-2.92673, -0.05192, 1.46324], [-3.22596, -0.95019, -0.03683]], "homo_lumo_gap_ev": 10.52, "charge": 1, "smiles": "C[C@H]1[NH2+][C@@]12CN2C", "spin_multiplicity": 1, "de_lowest_ev": 4.001}

---

No. 4
{"formula": "C5H11N2", "method": "wB97M-V/def2-TZVPD", "elements": ["C", "N", "C", "C", "C", "C", "N", "H", "H", "H", "H", "H", "H", "H", "H", "H", "H", "H"], "xyz": [[2.36973, -0.60195, 0.88335], [1.47887, 0.09469, 0.30990], [1.25030, 0.18523, -1.09326], [-0.02869, 0.33621, -1.46614], [-1.13990, -0.55299, -0.89669], [-1.68678, -0.14021, 0.53539], [-1.06486, 1.10695, 1.03414], [3.00399, -1.14585, 0.19351], [2.33576, -0.69348, 1.95770], [0.63340, 0.55287, 0.78589], [2.09612, 0.21721, -1.75769], [-0.26824, 0.88019, -2.37240], [-1.92946, -0.60666, -1.64159], [-0.69856, -1.53750, -0.83412], [-1.26516, -0.95193, 1.11828], [-2.76332, -0.03333, 0.46411], [-0.91719, 0.88695, 2.00752], [-1.40600, 2.00359, 0.77213]], "homo_lumo_gap_ev": 8.63, "charge": 1, "smiles": "C=[NH+]/C=C\\CCN", "spin_multiplicity": 1, "de_lowest_ev": 2.519}

---

No. 5
{"formula": "C5H11N2", "method": "wB97M-V/def2-TZVPD", "elements": ["C", "C", "C", "C", "C", "N", "N", "H", "H", "H", "H", "H", "H", "H", "H", "H", "H", "H"], "xyz": [[-0.53570, 2.97076, -1.23540], [-1.37872, 2.52682, -0.20653], [-0.71734, 0.20966, 0.80003], [0.23051, -0.38012, -0.22304], [1.60190, -2.42132, 0.58659], [-1.39554, 1.53600, 0.73165], [0.42880, -1.80816, -0.29086], [-0.95341, 3.82452, -1.85597], [0.56383, 2.81272, -1.30381], [-2.22911, 3.10081, -0.00994], [-1.61641, -0.31872, 0.65401], [-0.35992, -0.08897, 1.87656], [0.63012, 0.35846, -0.93006], [2.26835, -1.69067, 0.90996], [1.12806, -2.91434, 1.39914], [2.12940, -3.22265, 0.13020], [-0.44578, -2.20000, 0.14604], [0.65097, -2.29479, -1.17855]], "homo_lumo_gap_ev": [7.44, 8.56], "charge": 1, "spin_multiplicity": 1, "de_lowest_ev": 6.123}

---

No. 6
{"formula": "C5H11N2O", "method": "wB97M-V/def2-TZVPD", "elements": ["N", "C", "C", "C", "C", "N", "C", "O", "H", "H", "H", "H", "H", "H", "H", "H", "H", "H", "H"], "xyz": [[-3.11332, -2.07165, 0.14358], [-2.15403, -0.98908, 0.65698], [-0.91834, -0.79616, 0.13986], [0.16734, 0.13706, 0.59655], [0.86688, 0.69686, -0.60733], [1.62815, -0.31576, -1.36130], [1.97599, 1.95197, 0.06086], [2.84610, 1.09094, 0.50575], [-3.36465, -2.56656, 0.99084], [-4.02368, -1.62777, -0.21017], [-2.52196, -0.37714, 1.40394], [-0.64059, -1.39376, -0.79015], [-0.19270, 0.85841, 1.18805], [1.02865, -0.22113, 1.16529], [0.17969, 1.10185, -1.35411], [2.45464, -0.70373, -0.73995], [2.03140, 0.13897, -2.06331], [2.24517, 2.71911, -0.66645], [1.50527, 2.36757, 0.94107]], "homo_lumo_gap_ev": 5.65, "charge": -1, "smiles": "N/C=C/C[C@H](N)C[O-]", "spin_multiplicity": 1, "de_lowest_ev": 2.371}

---

No. 7
{"formula": "C5H11N2O", "method": "wB97M-V/def2-TZVPD", "elements": ["C", "C", "N", "C", "C", "N", "C", "O", "H", "H", "H", "H", "H", "H", "H", "H", "H", "H", "H"], "xyz": [[-2.42281, 0.35147, 0.06473], [-1.40104, -0.44906, -0.24527], [-1.27290, -1.54339, -1.10740], [-0.23882, -0.35045, 0.72400], [0.99650, 0.23224, -0.14824], [2.29921, -0.12933, 0.47679], [0.77549, 1.72407, -0.25035], [1.71891, 2.47261, -0.25504], [-2.39855, 1.12391, 0.81154], [-3.42432, 0.32722, -0.34538], [-1.90010, -1.62063, -1.89219], [-1.10430, -2.42256, -0.64708], [0.02209, -1.39016, 0.98623], [-0.37627, 0.32058, 1.56657], [0.99518, -0.21473, -1.14813], [2.48890, -1.13092, 0.48790], [2.44647, 0.26769, 1.40915], [3.04087, 0.30292, -0.09328], [-0.24449, 2.12853, -0.39455]], "homo_lumo_gap_ev": 8.68, "charge": 1, "smiles": "C=C(N)C[C@H]([NH3+])C=O", "spin_multiplicity": 1, "de_lowest_ev": 2.473}

---

No. 8
{"formula": "C5H11N2O", "method": "wB97M-V/def2-TZVPD", "elements": ["C", "C", "N", "C", "C", "N", "C", "O", "H", "H", "H", "H", "H", "H", "H", "H", "H", "H", "H"], "xyz": [[0.67137, -1.82835, 1.20560], [0.46955, -0.50561, 1.20439], [-0.28340, 0.19268, 2.13823], [1.01425, 0.28894, 0.00349], [-0.07036, 0.19231, -1.10173], [-1.48900, 0.13748, -0.66755], [0.17244, 1.31234, -2.10792], [-0.55469, 2.26969, -2.14447], [0.47183, -2.51532, 2.02077], [1.10369, -2.35453, 0.36823], [0.04110, 1.12369, 2.36205], [-0.29587, -0.26786, 3.03102], [1.86574, -0.21503, -0.44148], [1.23061, 1.31883, 0.28409], [0.08614, -0.71444, -1.70003], [-2.07628, -0.21097, -1.42736], [-1.56561, -0.47389, 0.15841], [-1.85838, 1.07058, -0.44968], [1.06688, 1.17945, -2.73607]], "homo_lumo_gap_ev": 9.37, "charge": 1, "smiles": "C=C(N)C[C@@H]([NH3+])C=O", "spin_multiplicity": 1, "de_lowest_ev": 1.993}

---

No. 9
{"formula": "C5H11N2O", "method": "wB97M-V/def2-TZVPD", "elements": ["O", "C", "C", "N", "H", "H", "H", "H", "H", "C", "C", "C", "N", "H", "H", "H", "H", "H", "H"], "xyz": [[2.01272, 2.02774, -0.29712], [1.26191, 1.15321, 0.10507], [1.75601, -0.23887, 0.51880], [0.99027, -0.77209, 1.62971], [0.18616, 1.33862, 0.27161], [1.75403, -0.80559, -0.42423], [2.79660, -0.11420, 0.85363], [0.01435, -0.90977, 1.40115], [1.41602, -1.65274, 1.98353], [-1.62900, -0.98766, -0.87409], [-0.55666, -1.04152, -1.81483], [-2.26297, 0.34763, -0.31698], [-1.61919, -0.29587, 0.79979], [-2.20258, -1.86931, -0.50832], [-0.04400, -2.02120, -1.90866], [-0.50262, -0.26238, -2.58920], [-1.87361, 1.35836, -0.52003], [-3.36871, 0.33336, -0.32710], [-1.29068, 0.46180, 1.43026]], "homo_lumo_gap_ev": 4.92, "charge": 1, "spin_multiplicity": 1, "de_lowest_ev": 8.880}

---

No. 10
{"formula": "C5H11N2O", "method": "wB97M-V/def2-TZVPD", "elements": ["C", "C", "N", "C", "C", "N", "C", "O", "H", "H", "H", "H", "H", "H", "H", "H", "H", "H", "H"], "xyz": [[-0.80423, -0.34996, 2.70238], [-0.12403, -0.70992, 1.65995], [0.05001, -2.03516, 1.09436], [0.70006, 0.18993, 0.77085], [0.32445, 0.07929, -0.77525], [1.40746, 0.69899, -1.81195], [-0.99132, 0.65090, -1.30867], [-1.05049, 1.61110, -2.02420], [-1.04917, 0.78934, 2.88049], [-1.32769, -1.07358, 3.42518], [-0.44172, -2.81181, 1.57334], [1.06287, -2.31188, 1.12289], [1.74827, 0.06821, 0.99036], [0.28793, 1.23243, 0.99181], [0.35673, -1.03147, -1.00479], [2.29843, 0.35865, -1.47663], [1.42580, 1.68489, -1.86559], [1.11348, 0.27200, -2.64893], [-1.90289, 0.12618, -1.06690]], "homo_lumo_gap_ev": 9.33, "charge": 1, "smiles": "C=C(N)C[C@H]([NH3+])C=O", "spin_multiplicity": 1, "de_lowest_ev": 3.064}

---

No. 11
{"formula": "C5H11N2O", "method": "wB97M-V/def2-TZVPD", "elements": ["C", "C", "C", "N", "H", "H", "H", "H", "H", "H", "C", "N", "C", "O", "H", "H", "H", "H", "H"], "xyz": [[2.29631, -1.28559, -0.10605], [3.60094, -1.11343, -0.13194], [0.18949, -0.51252, -0.98213], [1.45958, -0.53751, -0.98932], [1.76959, -1.92993, 0.57918], [4.08258, -0.41796, -0.80832], [4.22935, -1.64978, 0.55781], [-0.32539, 0.20767, -1.60594], [-0.36042, -1.21779, -0.36956], [1.96121, 0.10391, -1.60383], [-1.51431, 2.01215, 0.00688], [-2.48945, 1.12588, 0.27152], [-2.34110, -0.06108, 1.11575], [-0.31600, 1.79738, 0.04358], [-1.91238, 2.99281, -0.28174], [-3.41560, 1.53147, 0.26018], [-1.32880, -0.10722, 1.50387], [-2.59079, -0.95981, 0.56377], [-2.99482, 0.02133, 1.97628]], "homo_lumo_gap_ev": 9.19, "charge": 1, "spin_multiplicity": 1, "de_lowest_ev": 2.203}

---

No. 12
{"formula": "C5H11N2O", "method": "wB97M-V/def2-TZVPD", "elements": ["C", "C", "C", "C", "C", "N", "N", "O", "H", "H", "H", "H", "H", "H", "H", "H", "H", "H", "H"], "xyz": [[1.47398, -0.31073, -0.04121], [-0.48009, 1.02004, -0.30868], [-0.69895, -0.92077, 0.38943], [2.94536, -0.40341, -0.11068], [-0.91792, 2.04087, 0.63037], [0.64022, -1.18814, 0.31612], [-1.41970, -1.76776, -0.59208], [0.86034, 0.95657, -0.45935], [-0.99509, 1.21253, -1.24473], [-1.12232, -0.97585, 1.40867], [3.31062, -1.06011, -0.97103], [3.19180, -0.81220, 0.84290], [3.39687, 0.61909, -0.19652], [-2.00729, 2.13537, 0.63607], [-0.54196, 2.86951, 0.11570], [-0.45223, 1.75049, 1.63341], [-0.55709, -1.88328, -1.23281], [-2.08606, -1.12328, -1.05503], [-1.92225, -2.56524, -0.20817]], "homo_lumo_gap_ev": 9.94, "charge": 1, "spin_multiplicity": 1, "de_lowest_ev": 3.637}

---

No. 13
{"formula": "C5H11N2O2", "method": "wB97M-V/def2-TZVPD", "elements": ["C", "C", "C", "C", "C", "N", "N", "O", "O", "H", "H", "H", "H", "H", "H", "H", "H", "H", "H", "H"], "xyz": [[-0.70162, 0.13249, -0.20220], [1.22833, -0.87398, -0.04101], [-1.82168, -0.61010, -0.09947], [2.57102, -0.54277, -0.49305], [-0.15502, 2.42687, 0.67564], [-1.92496, -1.91206, 0.16986], [-0.52891, 1.47375, -0.34437], [-2.96456, -0.01858, -0.19784], [1.03208, -2.12924, 0.37941], [3.45053, -1.01869, -0.16189], [2.77764, 0.57321, -0.47808], [2.55073, -0.63345, -1.60787], [-0.47557, 1.97897, 1.66169], [1.02032, 2.40427, 0.70803], [-0.65795, 3.42290, 0.41061], [-1.14711, -2.48437, 0.56427], [-2.81953, -2.15492, 0.52554], [-0.13807, 1.76169, -1.21982], [-3.05312, 0.87870, -0.46590], [1.75744, -2.67471, 0.21645]], "homo_lumo_gap_ev": 7.90, "charge": 1, "spin_multiplicity": 1, "de_lowest_ev": 4.642}

---

No. 14
{"formula": "C5H11N2O5P", "method": "wB97M-V/def2-TZVPD", "elements": ["C", "C", "C", "C", "C", "N", "N", "O", "O", "O", "O", "O", "P", "H", "H", "H", "H", "H", "H", "H", "H", "H", "H", "H"], "xyz": [[0.14994, 2.01684, -0.39786], [1.77776, -0.31096, 1.36894], [1.51989, -0.52279, -0.97799], [0.04762, -1.67447, 0.58942], [-0.97113, 1.07244, -0.04218], [-1.66660, 1.09066, 1.06847], [0.87992, -0.59089, 0.27181], [0.57039, 2.07923, -1.57212], [-1.18142, -0.49576, -2.38596], [-2.94303, 1.41127, -2.02092], [0.54795, 2.69937, 0.57331], [-3.06330, -0.63969, -0.44818], [-2.01835, 0.34128, -1.40160], [1.33365, -0.52275, 2.42164], [2.84216, -0.81311, 1.29950], [1.98970, 0.72640, 1.37705], [0.83354, -0.41388, -1.81665], [2.01978, 0.43264, -1.14604], [2.19514, -1.38557, -1.28325], [-0.95417, -1.78515, 0.15768], [0.48780, -2.66904, 0.50927], [-0.09692, -1.54879, 1.65188], [-3.04764, -0.08526, 0.37841], [-1.25269, 1.58796, 1.82537]], "homo_lumo_gap_ev": 7.17, "charge": -2, "spin_multiplicity": 1, "de_lowest_ev": 0.000}

---

no.,E (eV),F_max (eV/A)
1,-8329.6959,5.6
2,-8331.0864,8.1
3,-8333.1178,5.3
4,-8334.5995,3.0
5,-8330.9959,3.1
6,-10388.1665,6.3
7,-10383.1322,3.2
8,-10383.6119,2.1
9,-10376.7249,3.2
10,-10382.5410,4.6
11,-10383.4025,0.7
12,-10381.9681,4.2
13,-12427.5977,4.2
14,-27870.9819,3.5